Formula: C2H10N4
Source: the Open Molecules 2025 dataset
Level of theory: ωB97M-V/def2-TZVPD

```
16
C2H10N4 (ωB97M-V/def2-TZVPD)
N 0.044 -1.717 0.097
N 1.800 -2.547 1.440
N -0.989 2.024 -2.043
N -0.198 1.655 0.266
C 0.585 -2.538 1.145
C -1.077 2.437 -0.606
H 0.216 -0.734 0.273
H 0.469 -1.827 -0.721
H -0.199 2.015 1.249
H -0.906 3.457 -0.446
H -0.252 1.284 -2.042
H 2.348 -2.046 0.806
H 0.770 1.537 -0.027
H -1.979 1.764 -2.253
H 0.072 -2.910 2.012
H -2.189 2.158 -0.395
```

Output
Spin multiplicity: 2
ΔE to the lowest compared entry with this formula, charge and spin in eV: 1.694
LUMO energy (alpha / beta) in eV: 4.38 / 4.23
Charge: -1

---

Formula: C18H19AsIN6OReS4
Source: the Open Molecules 2025 dataset
Level of theory: ωB97M-V/def2-TZVPD

```
51
C18H19AsIN6OReS4 (ωB97M-V/def2-TZVPD)
Re -0.542 0.521 0.568
I -2.641 1.763 -3.629
As -2.019 0.399 3.519
S -1.366 -1.165 2.098
S -2.189 0.207 5.749
S -3.951 0.333 4.649
S -1.278 2.096 2.369
O -2.498 0.762 -0.307
N 1.414 0.693 1.153
N -0.190 -0.664 -1.098
N 0.331 -0.918 -3.239
N -3.716 2.660 -0.259
N 3.323 1.827 1.212
N 0.420 2.012 -0.982
C -1.299 -2.924 -0.794
C 2.126 -1.095 2.833
C 1.464 2.741 -0.243
C -0.630 -1.909 -1.486
C 0.380 -0.104 -2.193
C 4.393 -0.753 3.655
C 2.268 0.045 2.039
C -4.045 1.136 -2.093
C 4.560 0.384 2.871
C -1.279 -4.243 -2.835
C 2.108 1.767 0.691
C 3.196 -1.468 3.637
C -3.374 1.507 -0.802
C -1.621 -4.077 -1.492
C 0.976 1.262 -2.140
C -0.303 -2.085 -2.853
C -0.610 -3.244 -3.547
C 3.487 0.765 2.078
H -3.253 3.003 0.573
H 4.029 2.534 1.032
H 0.686 -0.733 -4.171
H 0.798 1.797 -3.080
H -1.538 -2.814 0.253
H 1.219 -1.683 2.802
H 2.200 3.203 -0.913
H -0.349 -3.383 -4.586
H 5.208 -1.088 4.282
H 2.063 1.162 -2.025
H -2.144 -4.874 -0.990
H -4.177 0.065 -2.211
H 5.479 0.951 2.896
H -1.538 -5.162 -3.339
H 0.996 3.541 0.344
H -0.275 2.675 -1.334
H 3.110 -2.343 4.262
H -4.979 1.666 -2.264
H -4.434 3.252 -0.658
```

Output
Spin multiplicity: 1
LUMO energy (alpha / beta) in eV: -15.37 / -15.46
Charge: +4

---

Formula: C38H38AuClOP2S
Source: the Open Molecules 2025 dataset
Level of theory: ωB97M-V/def2-TZVPD

```
82
C38H38AuClOP2S (ωB97M-V/def2-TZVPD)
Au 0.104 0.037 -0.708
Cl -0.511 -0.283 -3.208
S 1.414 0.586 2.852
P -0.153 2.421 -0.604
P -0.228 -2.320 -0.392
O 0.536 0.025 1.752
C 2.921 -0.389 2.811
C 1.502 -4.532 -0.095
C 1.025 4.072 -2.550
C 2.547 2.833 -1.109
C 0.608 -0.039 4.316
C -3.314 4.936 -1.327
C -3.342 -3.884 -3.409
C -0.070 3.144 1.062
C 2.320 -2.702 -1.459
C 0.980 3.972 1.481
C -0.092 4.255 3.632
C -2.676 -2.304 -1.703
C -1.141 3.427 3.218
C -3.694 2.921 -2.609
C 0.972 4.509 2.769
C 3.762 -4.578 -0.976
C -2.121 -4.551 -3.271
C -1.492 -4.148 3.667
C -0.793 -2.955 1.218
C -1.169 -4.094 -2.359
C -1.694 3.123 -1.251
C -4.109 4.194 -2.206
C 3.423 4.215 -2.886
C -2.413 -4.106 2.617
C 2.123 4.603 -3.226
C -2.110 4.410 -0.851
C -2.490 2.392 -2.150
C 2.719 -5.189 -0.258
C 3.634 3.321 -1.830
C -3.614 -2.758 -2.625
C -0.231 -3.561 3.505
C -1.446 -2.973 -1.564
C -1.130 2.867 1.945
C -2.076 -3.505 1.404
C 0.116 -2.974 2.291
C 3.562 -3.325 -1.555
C 1.234 3.208 -1.463
C 1.307 -3.255 -0.659
H 2.955 -1.023 3.704
H -0.250 0.623 4.485
H -4.082 -4.231 -4.132
H 1.958 5.312 -4.036
H 0.273 -1.065 4.124
H 0.710 -5.016 0.480
H -1.906 -5.427 -3.879
H -4.303 2.331 -3.297
H -1.941 2.210 1.623
H -1.748 -4.617 4.618
H -2.139 1.412 -2.481
H 1.216 0.570 -1.725
H -3.635 5.930 -1.012
H 1.320 0.029 5.141
H 1.734 -0.109 -0.802
H 4.279 4.618 -3.427
H -1.980 3.230 3.883
H -0.210 -4.608 -2.266
H -3.395 -4.561 2.742
H -2.868 -1.406 -1.114
H 1.800 5.147 3.081
H 4.361 -2.824 -2.106
H 0.499 -3.581 4.319
H 4.644 2.995 -1.575
H -5.053 4.598 -2.576
H 2.868 -6.183 0.170
H 2.708 2.119 -0.298
H 2.126 -1.761 -1.976
H 3.750 0.330 2.829
H 1.805 4.203 0.809
H 1.111 -2.553 2.150
H -0.108 4.699 4.629
H 2.952 -0.985 1.890
H -2.809 -3.479 0.598
H -1.513 4.997 -0.153
H 4.725 -5.073 -1.083
H -4.561 -2.224 -2.725
H 0.005 4.327 -2.848
```

Output
Spin multiplicity: 3
ΔE to the lowest compared entry with this formula, charge and spin in eV: 1.061
LUMO energy (alpha / beta) in eV: -5.82 / -9.32
Charge: +2

---

Formula: C7H17N4O3
Source: the Open Molecules 2025 dataset
Level of theory: ωB97M-V/def2-TZVPD

```
31
C7H17N4O3 (ωB97M-V/def2-TZVPD)
O 0.553 -0.873 1.017
O -0.125 1.163 -1.733
O -1.996 2.532 -0.517
N -1.337 2.052 1.663
N -0.775 -1.310 -0.745
N 1.127 1.670 0.133
N 1.690 -3.550 -1.274
C -0.565 -2.809 -0.665
C 0.340 -3.390 -1.861
C 0.050 0.910 -0.471
C -0.192 2.883 1.869
C 1.054 2.108 1.523
C -1.675 1.622 0.426
C 0.022 -0.449 -0.138
H 2.030 1.329 -0.218
H 1.535 -0.675 1.308
H 1.939 -4.407 -0.687
H -0.386 2.104 -1.848
H 2.372 -3.517 -1.981
H -1.510 1.421 2.419
H -0.111 -4.263 -2.378
H 0.446 -2.592 -2.578
H -0.144 3.841 1.329
H -2.279 0.655 0.463
H 0.081 -2.908 0.240
H 1.743 2.848 1.715
H -1.520 -3.315 -0.667
H 1.381 1.320 2.262
H -1.542 -1.022 -1.432
H -0.209 3.168 2.950
H -1.995 3.453 -0.124
```

Output
Spin multiplicity: 1
SMILES: NCCN/C(O)=C(\O)NCC/[NH+]=C\O
ΔE to the lowest compared entry with this formula, charge and spin in eV: 2.190
LUMO energy in eV: -3.38
Charge: +1

---

Formula: C3H6N2O2
Source: the Open Molecules 2025 dataset
Level of theory: ωB97M-V/def2-TZVPD

```
13
C3H6N2O2 (ωB97M-V/def2-TZVPD)
O -1.366 0.412 0.983
O 2.164 -0.382 1.051
N -1.278 0.032 -1.323
N 0.687 0.745 -0.326
C 1.900 0.491 0.252
C -0.550 0.057 -0.104
C -0.651 -0.834 1.058
H -2.269 -0.105 -1.196
H 0.161 -0.821 1.778
H 0.647 1.480 -1.018
H 2.667 1.203 -0.104
H -0.878 -0.528 -2.060
H -1.235 -1.752 1.009
```

Output
Spin multiplicity: 1
SMILES: N[C@]1(NC=O)CO1
ΔE to the lowest compared entry with this formula, charge and spin in eV: 2.258
LUMO energy in eV: 0.85

---

Formula: C44H57N10PPmS3
Source: the Open Molecules 2025 dataset
Level of theory: ωB97M-V/def2-TZVPD

```
116
C44H57N10PPmS3 (ωB97M-V/def2-TZVPD)
Pm 0.279 -0.074 -1.658
S 5.867 0.740 3.912
S 0.943 -2.592 -2.048
S 2.259 0.763 -3.127
P -2.024 0.715 1.653
N -1.896 -1.771 -1.975
N -1.706 -0.941 2.010
N 8.068 -0.784 3.675
N -0.897 3.805 -2.437
N 3.443 1.458 1.547
N -0.269 2.535 -2.045
N -0.568 -0.103 -4.198
N 0.363 -1.232 1.005
N 6.420 -1.458 2.374
N 1.867 1.318 0.086
C -2.508 5.451 -2.003
C 3.118 1.054 0.321
C -2.667 -3.807 -0.717
C -1.131 4.552 -0.092
C 2.124 -2.369 2.170
C 2.311 2.003 2.110
C 0.526 -0.775 -4.900
C -5.848 0.136 3.258
C -0.071 -4.721 -0.702
C -4.414 0.352 3.114
C 2.732 -2.090 -6.076
C 0.335 -1.758 -5.918
C -1.395 0.956 4.424
C -2.867 3.176 -1.100
C -1.724 1.562 3.228
C -0.847 1.241 -4.712
C 5.324 -1.223 1.414
C -1.956 -2.032 -3.440
C -1.882 -0.797 -4.247
C 1.597 -1.674 1.102
C -1.101 -5.513 -0.073
C -1.679 -3.034 -1.286
C -0.357 -3.512 -1.297
C 8.591 -1.951 3.005
C 1.448 -2.402 -6.427
C -2.396 -5.053 -0.134
C -2.111 2.918 3.264
C -3.169 -1.128 -1.633
C 6.800 -0.560 3.327
C -0.408 -1.494 2.050
C 1.888 -0.387 -4.539
C -0.006 -2.256 3.114
C -3.940 0.612 1.833
C -6.675 0.305 2.109
C -1.379 1.686 5.611
C 2.869 -1.108 -5.120
C 1.326 1.912 1.220
C -6.100 0.594 0.864
C 1.288 -2.690 3.241
C 7.601 -2.194 1.918
C -2.187 3.639 4.387
C -4.687 0.686 0.672
C -1.856 4.227 -1.400
C -1.786 2.989 5.592
H -1.676 3.476 6.555
H 0.411 2.718 -1.272
H 3.201 -2.728 2.219
H 5.197 -2.173 0.839
H 1.282 -3.238 -7.084
H -2.154 -0.964 -5.278
H -1.695 5.236 0.568
H -0.976 3.631 0.499
H -1.179 -2.701 -3.724
H 0.273 2.223 1.285
H -6.194 -0.164 4.264
H 5.623 -0.490 0.607
H 3.857 -0.907 -4.775
H 0.344 2.349 -2.846
H -3.572 2.973 -1.899
H -2.329 -1.437 2.598
H -3.324 -1.124 -0.518
H -0.738 -6.448 0.384
H -3.199 5.203 -2.768
H -2.353 2.235 -0.847
H -3.938 -1.663 -2.137
H 4.381 1.408 2.017
H 1.615 -3.259 4.095
H -6.754 0.849 0.067
H -3.769 0.262 3.967
H -7.780 0.252 2.219
H -2.253 3.396 2.301
H 3.547 -2.598 -6.546
H -3.118 -0.145 -2.057
H 0.162 1.738 -4.668
H 8.571 -0.286 4.412
H -0.973 1.185 6.433
H -1.180 -0.120 4.346
H -2.554 -0.040 -3.901
H -0.689 -2.522 3.890
H 8.588 -2.897 3.637
H 4.485 -0.875 1.893
H 7.327 -3.201 1.700
H -3.416 3.382 -0.193
H -4.247 0.787 -0.267
H -3.002 6.039 -1.208
H -1.512 1.946 -4.168
H 2.392 2.528 3.040
H -1.191 1.194 -5.736
H -2.883 -2.562 -3.614
H 8.070 -1.653 1.055
H -3.300 -5.614 0.160
H 3.785 0.529 -0.337
H -1.665 6.045 -2.449
H -0.150 4.507 -2.435
H -0.662 -2.022 -6.205
H -3.665 -3.470 -0.659
H -2.520 4.630 4.378
H 2.289 -1.425 0.318
H -0.176 5.031 -0.239
H 0.915 -5.098 -0.848
H 9.589 -1.826 2.627
```

Output
Spin multiplicity: 5
LUMO energy (alpha / beta) in eV: -1.59 / -1.55
Charge: +1

---

Formula: C9H13NO3
Source: the Open Molecules 2025 dataset
Level of theory: ωB97M-V/def2-TZVPD

```
26
C9H13NO3 (ωB97M-V/def2-TZVPD)
O -0.449 -0.977 -2.632
O 2.531 0.023 2.516
O -2.747 0.016 0.042
N 1.423 1.271 0.958
C -1.675 0.202 -0.884
C 3.097 2.296 2.374
C -0.151 -1.815 -0.522
C -2.354 -2.065 -1.689
C -0.615 0.950 -0.134
C -1.179 -1.156 -1.410
C 2.376 1.073 1.914
C 0.675 -1.064 0.312
C 0.494 0.373 0.425
H 3.799 2.062 3.190
H -1.040 -0.516 -3.254
H -2.049 0.804 -1.738
H -3.133 -1.416 -2.139
H -2.366 -0.300 0.874
H -2.740 -2.535 -0.792
H -0.708 2.030 -0.194
H 1.326 2.232 0.681
H 3.631 2.779 1.572
H 2.407 3.050 2.716
H -2.059 -2.850 -2.404
H 1.497 -1.582 0.805
H 0.009 -2.884 -0.586
```

Output
Spin multiplicity: 1
SMILES: CC(=O)NC1=C[C@H](O)[C@@](C)(O)C=C1
ΔE to the lowest compared entry with this formula, charge and spin in eV: 1.265
LUMO energy in eV: 0.28

---

Formula: C7H12O2
Source: the Open Molecules 2025 dataset
Level of theory: ωB97M-V/def2-TZVPD

```
21
C7H12O2 (ωB97M-V/def2-TZVPD)
O -0.697 1.659 0.802
O -1.808 -0.083 -0.241
C 1.213 1.011 -0.808
C 0.196 -0.626 0.999
C -3.003 0.637 -0.525
C 2.392 -1.185 -0.401
C -1.115 0.434 0.892
C 1.103 -0.409 -0.555
C 0.558 -1.376 1.897
H 3.041 -0.719 0.341
H 0.386 1.551 -0.051
H 2.188 1.446 -0.594
H 0.774 1.337 -1.750
H 0.356 -0.910 -1.167
H 0.921 -2.033 2.650
H -3.710 0.576 0.312
H 2.209 -2.218 -0.107
H -1.683 0.224 1.806
H 2.916 -1.176 -1.360
H -3.446 0.170 -1.403
H -2.792 1.688 -0.737
```

Output
Spin multiplicity: 1
ΔE to the lowest compared entry with this formula, charge and spin in eV: 5.599
LUMO energy (alpha / beta) in eV: -0.96 / -0.96

---

Calculated total energy? In order: -301.0963, -5304.1737, -3222.1661, -721.3401, -377.8764, -4402.5553, -631.1880, -424.1902 hartree.